{"formula": "CH2BrClO", "method": "wB97M-V/def2-TZVPD", "molar_mass_da": 145.383, "total_charge": 0, "lumo_ev": [-0.3, -2.0], "orbital_gap_ev": [9.466, 6.268], "spin_multiplicity": 1, "de_lowest_kj_mol": 522.26, "species": ["C", "O", "Cl", "Br", "H", "H"], "coordinates": [[-0.548, -0.159, -1.116], [0.796, -0.333, 2.468], [-0.702, 0.795, 0.144], [1.557, 0.911, 1.599], [-0.605, -0.016, -2.203], [-0.498, -1.198, -0.893]]}